Computed, not measured: a 5-piece molecular cluster, C43H86ClF7N7O10P2S overall in a non-equilibrium geometry, with ωB97M-V/def2-TZVPD.

Atoms and positions in Å:
C (-3.1461, 0.9438, -5.7835)
C (-1.6985, 0.4092, -5.9901)
C (-1.4130, -0.6501, -4.8974)
C (0.0652, -0.8399, -4.4360)
C (1.1317, -0.2353, -5.3650)
C (0.2520, -0.7481, -2.8693)
P (-0.6807, -2.3152, -2.1744)
O (-0.1146, -3.6620, -2.8577)
O (-2.2934, -2.0840, -2.3637)
C (-0.5203, 0.3715, -2.1728)
N (0.2678, 1.5575, -1.6419)
C (0.9638, 2.1978, -2.8417)
N (0.2259, 2.2475, -4.0550)
C (-0.6558, 2.6006, -1.1309)
F (-1.0883, 3.3603, -2.1733)
F (0.0312, 3.5439, -0.4671)
C (-2.0185, 2.3467, -0.3887)
F (-2.0295, 1.9049, 0.8726)
F (-2.4763, 3.6175, -0.2254)
C (-3.2272, 1.6504, -1.1170)
F (-4.3196, 2.0720, -0.4839)
F (-3.2007, 0.3281, -0.9518)
F (-3.3558, 1.9677, -2.3980)
C (1.3701, 1.0955, -0.6581)
C (0.8020, 0.9940, 0.8006)
C (0.8516, 2.1662, 1.7569)
O (0.8151, 1.6336, 3.0896)
C (0.5764, 2.7250, 3.9910)
C (-0.9066, 2.7562, 4.4016)
C (2.5931, 2.0378, -0.5898)
C (3.8191, 1.8155, -1.4880)
O (4.7594, 1.1077, -1.2224)
Cl (3.9915, 2.8149, -3.0079)
C (1.7345, -0.4145, -0.9192)
C (2.9521, -0.8972, -0.1115)
C (2.6837, -2.0243, 0.8697)
C (1.6987, -2.9649, 0.7350)
C (1.4764, -3.9362, 1.6505)
C (2.2363, -3.9972, 2.7727)
C (3.2313, -3.0779, 2.9104)
C (3.4700, -2.1021, 1.9933)
C (4.6199, -1.1651, 2.3022)
N (1.6180, -0.8748, -2.3388)
P (2.7234, -1.9990, -2.9084)
O (4.0794, -1.1154, -2.9920)
O (2.9890, -3.1942, -1.8516)
S (2.5847, -2.9211, -4.5962)
H (-3.1190, 1.8013, -5.1097)
H (-3.6430, 1.1794, -6.7191)
H (-3.7569, 0.1955, -5.2769)
H (-1.0557, 1.2792, -5.9831)
H (-1.7153, -0.0776, -6.9604)
H (-1.7997, -1.5728, -5.3262)
H (-2.1029, -0.4517, -4.0747)
H (0.1852, -1.9036, -4.6280)
H (0.8616, 0.6691, -5.8963)
H (1.4567, -0.9597, -6.1023)
H (2.0344, -0.0027, -4.7976)
H (-0.6418, -4.0019, -3.6011)
H (-2.6949, -2.3512, -1.5302)
H (-0.9743, -0.0699, -1.2736)
H (-1.3554, 0.7580, -2.7429)
H (1.3284, 3.1877, -2.5819)
H (1.7959, 1.5299, -3.0505)
H (0.7406, 2.4808, -4.8803)
H (-0.7718, 2.2133, -4.1066)
H (-0.1853, 0.5344, 0.6907)
H (1.3017, 0.1937, 1.3495)
H (1.7495, 2.7904, 1.7161)
H (0.0096, 2.8570, 1.7132)
H (1.1343, 2.5156, 4.9006)
H (0.9155, 3.6796, 3.5914)
H (-0.9986, 2.9282, 5.4692)
H (-1.4056, 1.8332, 4.1262)
H (-1.4080, 3.5840, 3.8980)
H (3.0431, 1.9357, 0.3912)
H (2.3598, 3.0968, -0.6775)
H (0.9192, -0.9420, -0.4173)
H (3.2269, -0.1047, 0.5772)
H (3.8702, -1.0784, -0.6586)
H (1.0643, -2.9448, -0.1410)
H (0.6878, -4.6632, 1.5250)
H (2.0574, -4.7493, 3.5229)
H (3.8343, -3.1173, 3.8081)
H (5.5449, -1.4837, 1.8251)
H (4.3803, -0.1238, 2.0937)
H (4.7797, -1.2043, 3.3770)
H (4.8264, -1.7228, -3.0640)
H (3.9326, -3.2895, -1.6748)
C (-4.4187, 2.4642, 3.0629)
C (-5.0996, 1.8329, 4.2709)
C (-6.5568, 2.2755, 4.4728)
O (-6.7157, 3.5766, 4.9995)
C (-6.5738, 4.6296, 4.0645)
N (-4.2857, 2.0927, 5.4622)
H (-4.0982, 3.4891, 3.2482)
H (-3.5254, 1.8957, 2.8058)
H (-5.0762, 2.4617, 2.1909)
H (-5.1148, 0.7513, 4.1006)
H (-7.0088, 1.6084, 5.2114)
H (-7.1396, 2.1626, 3.5486)
H (-6.9657, 4.3549, 3.0808)
H (-5.5290, 4.9380, 3.9769)
H (-7.1376, 5.4837, 4.4375)
H (-4.6752, 1.5720, 6.2435)
H (-4.4281, 3.0648, 5.7252)
C (-5.5223, -2.6644, 4.3358)
C (-5.2451, -3.5910, 5.5155)
C (-4.2978, -2.9865, 6.5641)
O (-2.9355, -2.9605, 6.1792)
C (-2.5846, -1.9110, 5.2990)
N (-4.7482, -4.8722, 5.0053)
H (-4.7006, -2.6446, 3.6204)
H (-6.4045, -3.0009, 3.7904)
H (-5.7117, -1.6421, 4.6723)
H (-6.2004, -3.7760, 6.0149)
H (-4.3350, -3.6164, 7.4561)
H (-4.6291, -1.9853, 6.8717)
H (-3.1430, -0.9937, 5.5117)
H (-2.7428, -2.2125, 4.2600)
H (-1.5208, -1.7058, 5.4206)
H (-4.6731, -5.5301, 5.7760)
H (-3.7856, -4.7307, 4.7099)
C (6.7859, 3.3116, 6.6155)
C (5.6410, 2.3081, 6.7181)
C (5.1933, 1.7357, 5.3649)
O (4.4241, 2.6113, 4.5617)
C (5.1643, 3.6027, 3.8743)
N (4.5297, 2.9318, 7.4438)
H (6.4485, 4.2947, 6.2888)
H (7.2519, 3.4468, 7.5910)
H (7.5573, 2.9641, 5.9250)
H (6.0012, 1.4652, 7.3144)
H (4.5415, 0.8783, 5.5556)
H (6.0540, 1.3571, 4.7957)
H (6.1419, 3.2319, 3.5535)
H (5.2887, 4.4959, 4.4894)
H (4.5932, 3.8929, 2.9904)
H (3.8125, 2.2333, 7.6197)
H (4.0810, 3.5912, 6.8132)
C (2.0173, -3.9463, -10.6655)
C (1.3383, -4.5670, -9.4483)
C (-0.0783, -4.0315, -9.1833)
O (-0.1334, -2.7315, -8.6159)
C (0.0514, -1.6682, -9.5325)
N (2.2084, -4.3962, -8.2816)
H (2.4093, -2.9508, -10.4595)
H (2.8630, -4.5601, -10.9746)
H (1.3303, -3.8786, -11.5115)
H (1.2413, -5.6387, -9.6438)
H (-0.5504, -4.6857, -8.4455)
H (-0.6978, -4.0785, -10.0882)
H (-0.3874, -1.8919, -10.5084)
H (1.1111, -1.4297, -9.6470)
H (-0.4418, -0.7852, -9.1235)
H (1.8119, -4.9085, -7.4981)
H (2.1421, -3.4223, -7.9958)

Force components x, y, z for each atom (eV/Å):
C 0.43 -0.41 0.32
C -1.64 -0.11 0.39
C 0.12 0.99 -0.27
C 0.10 -0.53 -0.57
C 0.34 0.42 0.26
C -1.44 -0.67 -2.07
P 1.11 0.13 3.87
O -1.27 0.55 -0.94
O 0.32 -0.09 -1.23
C -0.17 -0.46 1.31
N 0.37 0.07 -1.49
C 0.64 0.05 -1.35
N -0.63 -0.43 0.43
C -0.54 2.43 -0.14
F -0.35 -1.20 -0.57
F 0.56 -1.01 0.88
C -1.70 1.24 0.93
F 1.00 -1.13 -0.36
F 0.38 0.32 -0.57
C -0.89 -0.15 0.71
F 0.13 0.08 -0.10
F 0.38 -0.09 -0.35
F 0.45 -0.21 -0.06
C 1.08 -0.55 1.77
C -0.40 -0.18 -0.41
C -0.54 0.27 1.43
O 0.32 0.52 -0.82
C -0.68 -0.99 1.15
C 0.33 0.80 -0.55
C 0.77 0.55 -0.95
C 2.20 -1.27 -0.27
O -2.06 1.45 -0.26
Cl -0.16 -0.22 0.71
C -1.00 -0.82 -0.29
C 0.05 0.21 0.92
C 0.09 0.41 -0.57
C -0.93 0.48 -1.72
C -1.17 -1.18 0.19
C 0.10 -0.56 0.64
C 0.51 -0.57 1.61
C 1.38 1.09 0.24
C -0.48 -0.11 0.41
N 0.54 0.29 0.40
P 1.18 -1.48 -2.25
O -0.53 0.09 1.25
O -0.15 1.25 0.51
S -0.53 0.10 -0.15
H -0.21 0.23 -0.16
H 0.03 0.34 -0.01
H -0.09 -0.11 -0.12
H 0.39 -0.20 -0.22
H 0.62 0.09 -0.18
H 0.15 -0.25 0.14
H 0.22 0.03 0.15
H 0.41 -0.06 0.25
H -0.29 -0.02 0.05
H -0.14 -0.14 -0.07
H 0.09 0.05 -0.04
H 0.40 -0.06 -0.23
H -0.14 -0.09 0.01
H 0.11 0.16 0.09
H 0.24 -0.08 -0.40
H 0.00 -0.09 0.69
H 0.19 0.05 0.40
H 0.04 -0.10 -0.03
H 0.03 0.49 -0.06
H -0.24 0.41 0.30
H 0.47 0.04 -0.27
H 0.12 -0.15 -0.52
H -0.07 -0.08 -0.50
H 0.44 -0.05 -0.18
H 0.13 -0.02 -0.14
H -0.14 -0.10 0.09
H 0.01 -0.13 0.15
H -0.26 -0.07 0.01
H -0.14 -0.21 0.17
H -0.35 -0.06 0.02
H -0.17 0.06 -0.13
H 0.11 0.36 -0.38
H -0.18 0.14 -0.32
H -0.02 -0.03 -0.02
H -0.14 0.01 -0.25
H 0.03 -0.09 0.14
H 0.14 0.07 0.02
H 0.04 0.25 -0.23
H 0.26 0.08 -0.25
H 0.20 0.00 0.06
H 0.23 0.19 -0.40
H -0.04 -0.25 0.25
C 0.06 -0.12 -0.22
C 0.01 0.36 0.05
C -0.12 -0.23 0.04
O 0.02 -0.02 -0.12
C 0.03 0.11 0.20
N -0.11 -0.15 0.09
H -0.07 0.02 0.07
H 0.01 -0.01 0.08
H -0.02 0.03 0.01
H -0.09 -0.01 0.07
H 0.00 0.05 0.04
H 0.08 0.06 -0.07
H 0.04 -0.04 -0.02
H 0.00 0.00 -0.16
H -0.05 -0.06 0.03
H 0.09 -0.06 0.01
H 0.08 0.03 -0.05
C -0.25 0.09 -0.09
C 0.27 0.08 -0.20
C -0.12 -0.13 0.17
O -0.06 0.16 0.03
C 0.16 -0.15 -0.07
N 0.04 0.01 0.18
H 0.06 -0.02 0.07
H 0.02 -0.06 0.03
H 0.03 0.00 0.00
H 0.04 -0.01 0.08
H 0.07 -0.03 -0.02
H 0.00 0.05 -0.12
H -0.04 0.00 -0.03
H -0.05 0.17 -0.05
H -0.01 -0.03 0.11
H -0.12 -0.06 -0.05
H -0.03 0.01 -0.08
C 0.19 -0.05 0.06
C -0.09 0.37 -0.13
C 0.05 -0.35 0.11
O 0.03 0.04 -0.15
C -0.21 0.08 0.03
N -0.11 -0.23 -0.14
H -0.06 -0.03 -0.03
H -0.06 0.00 0.02
H -0.01 0.01 -0.01
H -0.07 -0.07 -0.05
H -0.06 0.06 0.00
H 0.05 0.10 0.00
H 0.03 0.01 0.05
H 0.16 0.01 -0.05
H -0.02 -0.07 0.00
H 0.05 0.00 0.15
H 0.07 0.10 0.07
C 0.03 -0.11 -0.17
C 0.09 0.38 -0.02
C -0.08 -0.26 0.05
O -0.05 0.00 -0.08
C 0.07 0.08 0.20
N -0.23 -0.06 0.11
H -0.05 0.02 0.06
H 0.01 0.00 0.06
H 0.00 0.02 0.01
H -0.09 -0.01 0.07
H 0.01 0.05 0.05
H 0.08 0.08 -0.06
H 0.04 -0.03 -0.02
H -0.01 0.00 -0.16
H -0.05 -0.05 0.03
H 0.13 -0.09 0.00
H 0.14 0.02 -0.02

## Properties
multiplicity	1
total charge	+1
energy	-137839.6733	eV
E_LUMO	-2.39	eV
HOMO	-10.7	eV